Record 1
{"formula": "C18H24NO3Pd", "method": "the ωB97M-V functional and the def2-TZVPD basis", "e_above_lowest_kcal_mol": 17.1, "charge": -1, "species": ["Pd", "C", "O", "C", "C", "O", "C", "C", "O", "C", "H", "H", "H", "H", "H", "H", "H", "H", "H", "H", "H", "H", "H", "H", "N", "C", "C", "C", "C", "C", "C", "C", "C", "C", "C", "C", "C", "H", "H", "H", "H", "H", "H", "H", "H", "H", "H"], "coordinates": [[-0.656240, 0.043774, 0.566642], [3.459338, -3.285607, 1.175190], [2.571530, -2.229355, 0.927521], [2.708175, -1.154155, 1.850050], [2.007684, -1.417370, 3.172734], [0.642706, -1.094206, 3.041459], [-0.301227, -2.112280, 3.285046], [-0.351105, -3.081434, 2.125198], [-0.739626, -2.365755, 0.981056], [-0.644696, -3.118596, -0.207122], [4.499753, -2.936338, 1.203248], [3.351982, -4.003185, 0.362015], [3.251709, -3.805839, 2.119699], [2.241660, -0.281340, 1.388714], [3.777671, -0.953422, 2.008342], [2.439160, -0.796975, 3.965446], [2.152345, -2.465028, 3.469517], [-1.263823, -1.610491, 3.384930], [-0.088441, -2.653781, 4.217536], [-1.062317, -3.896871, 2.334336], [0.634500, -3.537133, 1.959347], [-1.299454, -3.998990, -0.162286], [0.390379, -3.436998, -0.373410], [-0.958268, -2.464020, -1.016643], [0.725321, 0.839708, -2.030906], [-0.288331, 1.279070, -2.873596], [-0.361208, 0.876312, -4.210130], [-1.362070, 1.333120, -5.052760], [-2.328195, 2.198902, -4.564014], [-2.256590, 2.597758, -3.233178], [-1.255886, 2.173937, -2.364357], [-1.227829, 2.732433, -0.970701], [-1.382293, 4.124946, -0.912035], [-1.500281, 4.807910, 0.285978], [-1.486351, 4.069323, 1.460794], [-1.311686, 2.693454, 1.407613], [-1.137459, 1.951717, 0.214233], [1.176157, -0.001603, -2.362471], [0.274603, 0.683342, -1.102138], [0.392956, 0.187338, -4.578527], [-1.390562, 0.998950, -6.084117], [-3.129576, 2.557085, -5.198430], [-3.016763, 3.261322, -2.836078], [-1.394904, 4.685131, -1.842031], [-1.604393, 5.887269, 0.297781], [-1.600224, 4.562812, 2.421825], [-1.297826, 2.155140, 2.348692]], "atomic_forces_ev_per_a": [[-0.6156, -0.6387, 0.2160], [0.0157, -0.0288, -0.0113], [-0.0112, 0.0696, 0.0229], [0.1458, -0.0456, -0.0125], [-0.0226, -0.1462, -0.1606], [-0.1683, 0.0677, 0.4510], [0.2350, -0.0283, -0.1819], [-0.0319, -0.0842, -0.0217], [-0.0038, 0.1746, -0.0241], [0.0296, 0.0147, -0.0310], [0.0044, 0.0079, -0.0122], [-0.0120, 0.0085, 0.0001], [-0.0101, 0.0142, 0.0173], [-0.0543, -0.0246, -0.0417], [-0.0212, 0.0024, 0.0448], [0.0312, 0.0822, -0.0508], [-0.0618, 0.0168, 0.0316], [0.0017, 0.0316, -0.0518], [0.0422, -0.0078, -0.0044], [-0.0314, 0.0601, -0.0048], [0.0342, 0.0196, 0.0275], [0.0116, -0.0142, 0.0081], [0.0050, -0.0148, -0.0134], [-0.0093, 0.0095, 0.0089], [-0.2829, 0.2361, -0.3252], [0.0410, -0.0307, -0.0093], [0.0527, 0.0164, 0.0422], [-0.0326, 0.0042, -0.0171], [0.0567, -0.0207, 0.0169], [-0.0674, 0.0183, 0.0331], [0.0672, -0.0946, 0.0103], [-0.1390, 0.0430, -0.0174], [0.0071, 0.0200, -0.0264], [0.0037, -0.0108, 0.0093], [-0.0209, -0.0261, 0.0151], [0.0119, 0.0536, 0.0029], [0.1988, 0.3902, -0.1098], [-0.0457, -0.0424, 0.0237], [0.6572, -0.1214, 0.1873], [-0.0081, 0.0054, -0.0305], [-0.0049, 0.0065, -0.0028], [-0.0025, -0.0105, -0.0124], [0.0002, -0.0012, -0.0162], [-0.0205, 0.0011, -0.0004], [-0.0026, 0.0038, 0.0042], [0.0058, 0.0103, 0.0006], [0.0216, 0.0032, 0.0158]], "mulliken_charge": [-1.2940, -0.8475, -0.1872, -0.6039, -0.4971, -0.2807, -0.8044, -0.2685, -0.0635, -0.7925, 0.3220, 0.2335, 0.3340, 0.1997, 0.4291, 0.3768, 0.3034, 0.3599, 0.3851, 0.4201, 0.1728, 0.3341, 0.2062, 0.1936, -0.2882, 0.6413, -0.8845, -0.4085, -0.7171, -0.5018, 0.8685, 0.7420, -0.5091, -0.6510, -0.5374, -0.5443, 0.0304, 0.2808, 0.0694, 0.2793, 0.3370, 0.3541, 0.4645, 0.4007, 0.3394, 0.3390, 0.2640]}


Record 2
{"formula": "C26H54ClO13P3", "method": "the ωB97M-V functional and the def2-TZVPD basis", "charge": 0, "species": ["C", "C", "C", "C", "C", "C", "C", "C", "C", "C", "O", "C", "C", "O", "O", "C", "O", "C", "P", "O", "Cl", "H", "H", "H", "H", "H", "H", "H", "H", "H", "H", "H", "H", "H", "H", "H", "H", "H", "H", "H", "H", "H", "H", "H", "H", "O", "P", "O", "C", "C", "O", "C", "C", "O", "C", "C", "H", "H", "H", "H", "H", "H", "H", "H", "H", "H", "H", "H", "H", "H", "H", "O", "P", "O", "C", "C", "O", "C", "C", "O", "C", "C", "H", "H", "H", "H", "H", "H", "H", "H", "H", "H", "H", "H", "H", "H", "H"], "coordinates": [[0.874078, -4.491232, 1.430205], [2.019962, -3.652897, 0.859491], [2.247451, -2.403391, 1.721644], [1.137117, -1.348788, 1.531170], [0.277925, -1.128612, 2.786477], [-0.652163, 0.095504, 2.624334], [-2.130962, -0.306544, 2.506530], [-2.495223, -1.146620, 1.281701], [-3.991501, -1.619385, 1.346248], [-4.593293, -1.807960, 2.716275], [-5.991897, -2.132794, 2.611260], [-6.229596, -3.399552, 2.135784], [-6.333709, -4.451729, 3.209841], [-6.356657, -3.631452, 0.972591], [-4.727159, -0.518836, 0.736989], [-3.849731, 0.373539, 0.213070], [-4.068890, 1.542274, 0.088195], [-2.599576, -0.445510, -0.084720], [-1.136975, 0.387132, -0.843067], [-1.862268, 1.259842, -2.008985], [-0.315827, -1.213324, -1.888529], [0.787465, -5.460007, 0.939461], [1.016477, -4.642611, 2.501263], [-0.074073, -3.963890, 1.290381], [2.944284, -4.234388, 0.850916], [1.785778, -3.366758, -0.168624], [2.272112, -2.731895, 2.763488], [3.202999, -1.955237, 1.447627], [1.551775, -0.388673, 1.226828], [0.459171, -1.729722, 0.762820], [-0.355032, -2.005643, 2.950979], [0.952114, -1.005306, 3.634660], [-0.588537, 0.668086, 3.552068], [-0.337791, 0.727391, 1.796150], [-2.336893, -0.884936, 3.410202], [-2.751539, 0.592324, 2.580907], [-1.903542, -2.064858, 1.296337], [-4.040160, -2.490467, 0.692634], [-4.113298, -2.626680, 3.262554], [-4.552618, -0.889786, 3.291056], [-6.632745, -5.391480, 2.755519], [-7.068144, -4.166221, 3.959323], [-5.351065, -4.588195, 3.663835], [-2.982457, -1.211257, -0.774955], [-2.656719, 0.827634, -2.349140], [6.750321, -4.653073, -0.735152], [7.524163, -4.068337, -1.836830], [8.488310, -2.899139, -1.344386], [9.553739, -3.190310, -0.427611], [10.686134, -3.971985, -1.066064], [6.496149, -3.185094, -2.714941], [5.092931, -3.209120, -2.456101], [4.680955, -2.083445, -1.530780], [8.349631, -4.634491, -3.072475], [8.060303, -5.959792, -3.574341], [6.661897, -6.072803, -4.145736], [9.152300, -3.725962, 0.436507], [9.918083, -2.224845, -0.081121], [10.371731, -4.981794, -1.334149], [11.524533, -4.052039, -0.373675], [11.023307, -3.481691, -1.979040], [4.792281, -4.175389, -2.049620], [4.596594, -3.098938, -3.422019], [5.331521, -2.024738, -0.657846], [3.653727, -2.225157, -1.190777], [4.744287, -1.121923, -2.042391], [8.211599, -6.690610, -2.776870], [8.802296, -6.156060, -4.345446], [5.905902, -5.985385, -3.362635], [6.532753, -7.041193, -4.629165], [6.477205, -5.280419, -4.870364], [-5.419565, 7.967085, -1.543467], [-4.553031, 7.453700, -0.475736], [-4.661960, 8.324390, 0.857694], [-5.908587, 8.389079, 1.563820], [-6.252633, 7.094462, 2.276347], [-3.034566, 7.828101, -0.884704], [-2.726104, 8.385393, -2.160696], [-2.683440, 9.899498, -2.108228], [-4.218197, 6.025749, 0.126586], [-4.437094, 4.840456, -0.682645], [-3.545365, 4.801739, -1.905750], [-6.704509, 8.672281, 0.869976], [-5.797105, 9.193584, 2.288991], [-6.465864, 6.293485, 1.567181], [-7.133551, 7.233538, 2.903918], [-5.419871, 6.766313, 2.898073], [-3.435972, 8.042249, -2.913683], [-1.746195, 7.993434, -2.439899], [-3.563767, 10.297034, -1.603774], [-2.637303, 10.318092, -3.114660], [-1.807711, 10.238801, -1.553105], [-5.489676, 4.788479, -0.969021], [-4.226112, 3.989255, -0.042106], [-3.812893, 5.586199, -2.617863], [-3.647369, 3.840869, -2.409313], [-2.502863, 4.953348, -1.627679]], "atomic_forces_ev_per_a": [[0.0352, 0.1960, -0.2487], [-0.0033, -0.0421, 0.5039], [-0.2668, 0.1001, -0.6286], [-0.3126, -0.6798, 0.6295], [0.0817, 0.4500, -0.7669], [-0.1830, -0.4187, 0.7156], [0.5337, 0.4160, -0.1693], [-0.8611, -0.8408, 0.7515], [0.7705, 0.8859, -0.3863], [-0.6240, -0.6487, -0.2367], [0.1560, 0.0478, 0.0486], [-0.1602, -0.3484, 0.2336], [-0.0673, -0.0523, -0.2793], [0.0380, 0.1739, -0.2439], [-0.0690, 0.3564, 0.3821], [0.1354, -0.0701, 0.0029], [-0.1498, -0.3445, -0.2487], [0.0862, -0.2482, -0.0375], [0.3847, 0.9837, 0.3596], [-0.0632, -0.5133, 0.1214], [-0.3351, -0.1927, -0.0226], [-0.0126, -0.0243, 0.0137], [-0.0134, -0.1180, 0.0032], [-0.0567, -0.0569, 0.0648], [-0.0388, -0.0912, -0.1057], [0.1094, 0.0041, -0.0437], [0.2557, 0.1535, 0.0594], [0.1140, -0.0698, 0.2247], [-0.0203, -0.0222, -0.1913], [0.1273, 0.3618, -0.2953], [0.2610, -0.1653, 0.2362], [-0.1647, -0.0001, 0.1515], [0.0534, 0.3089, -0.1811], [0.0458, 0.0690, 0.0426], [-0.1410, -0.1298, -0.0992], [-0.0658, -0.0147, -0.1637], [0.2835, 0.1637, -0.3511], [-0.5604, -0.1256, 0.1739], [0.3545, 0.1817, 0.0075], [0.0257, 0.0193, 0.0176], [0.0160, -0.0172, -0.0348], [0.1478, 0.1135, 0.1336], [-0.0805, 0.0704, 0.2234], [0.3226, 0.0020, -0.1755], [-0.0705, 0.1812, -0.2277], [1.0533, -1.8119, -0.1947], [-1.7525, 3.9046, -0.8716], [0.3356, -0.5067, -0.0807], [0.2144, -0.0650, 0.2129], [-0.0991, -0.0734, -0.1386], [0.1375, -0.2808, -0.0884], [-0.2541, 0.0967, 0.1346], [0.0269, 0.2323, 0.0026], [0.2397, -1.5145, 1.0089], [-0.0913, -0.2440, -0.1464], [-0.1259, 0.1759, 0.1090], [-0.0590, 0.0216, -0.0264], [-0.1001, 0.0546, -0.0534], [0.0239, -0.0048, 0.0419], [-0.0179, 0.0354, 0.0268], [0.0329, 0.0416, 0.0298], [0.1252, 0.0000, 0.1050], [0.1056, 0.0175, -0.0446], [-0.0172, -0.1928, 0.0323], [-0.0064, 0.0110, -0.0267], [-0.0083, -0.0097, -0.0149], [0.0111, 0.0521, 0.0349], [0.0729, 0.1552, 0.0272], [0.0292, -0.0383, 0.0163], [0.0440, -0.0024, -0.0106], [0.0497, -0.0387, -0.0657], [-1.1947, -1.6940, 0.1238], [3.3704, 2.7022, 0.3268], [-0.3205, -0.4956, 0.0661], [-0.2666, 0.0188, 0.1306], [0.0917, -0.1072, -0.1028], [-0.1259, -0.2714, 0.0153], [0.0677, 0.2170, -0.1842], [0.0792, 0.0787, 0.1384], [-1.6578, -0.5117, -0.5980], [0.0534, -0.3076, -0.1637], [0.0322, 0.2982, -0.0662], [0.0504, 0.0146, -0.0359], [0.1022, 0.0342, -0.0573], [-0.0385, 0.0138, 0.0141], [0.0055, 0.0479, -0.0024], [-0.0111, 0.0379, 0.0422], [-0.1265, 0.0308, 0.0994], [-0.0011, -0.0492, 0.0911], [-0.0972, -0.0677, -0.1051], [0.0131, -0.0129, -0.0020], [-0.0032, -0.0019, 0.0007], [-0.0042, 0.0664, 0.0374], [0.0104, 0.1130, 0.1498], [-0.0411, -0.0291, 0.0027], [0.0094, -0.0359, 0.0627], [0.0150, -0.1091, 0.0334]], "mulliken_charge": [-1.1388, -0.2897, -0.8907, 0.1655, -0.8144, -0.9717, -1.6031, 1.3673, -0.3296, -0.9059, -0.3774, 0.7976, -0.9774, -0.5061, -0.3332, 0.0216, -0.5264, -0.4096, 0.2224, -0.3345, -0.2791, 0.4410, 0.3206, 0.0582, 0.4400, 0.1934, 0.3579, 0.2912, 0.5509, -0.3738, 0.2385, 0.6079, 0.3791, 0.5365, 0.4589, 0.4828, 0.0181, 0.3878, 0.2899, 0.3801, 0.3279, 0.3139, 0.2696, 0.8079, 0.3282, -0.7283, 0.9424, -0.3312, -0.3286, -0.9319, -0.3520, -0.3400, -0.8122, -0.2556, -0.2520, -1.0269, 0.2904, 0.3090, 0.2310, 0.4003, 0.2508, 0.3239, 0.3400, 0.2831, 0.0322, 0.3533, 0.3044, 0.3468, 0.2478, 0.4219, 0.2575, -0.7569, 0.9318, -0.3328, -0.3241, -0.9368, -0.3282, -0.2671, -1.1524, -0.2313, -0.0969, -1.0256, 0.2880, 0.3139, 0.2317, 0.3997, 0.2485, 0.3283, 0.3537, 0.2914, 0.3510, 0.2905, 0.2523, 0.2371, 0.3474, 0.3526, 0.2647]}


| no. | Kohn-Sham gap (hartree) | total energy (eV) |
| --- | --- | --- |
| 1 | 0.17121 | -30165.7565 |
| 2 | 0.36910 | -94850.3416 |